C4H12NO2 | the ωB97M-V functional and the def2-TZVPD basis

Computed properties:
energy: -364.82048 Ha
energy above the lowest of the compared OMol25 structures with the same formula, charge and spin: 91.9 kJ/mol
orbital gap: 6.5 eV
E_LUMO: 3.70 eV
max |F|: 0.016 Eh/bohr

Geometry as ORCA input:
```
! RIJCOSX wB97M-V def2-TZVPD def2/J DEFGRID3
* xyz -1 1
N 2.246 -0.651 -2.418
C 1.945 0.357 -1.323
O 0.635 0.597 -1.188
H 1.375 -1.180 -2.437
H 2.256 -0.164 -3.303
H 2.443 -0.051 -0.411
H 2.531 1.264 -1.614
C -1.689 0.647 0.554
O -3.110 0.836 0.721
C -1.233 -0.329 1.629
C 0.231 -0.722 1.447
H -1.489 0.194 -0.413
H -1.172 1.601 0.647
H -3.463 1.252 -0.055
H -1.507 0.074 2.609
H -1.801 -1.258 1.506
H 0.916 0.124 1.490
H 0.569 -1.503 2.135
H 0.314 -1.090 0.425
*
```

C20H23N5O2 | the ωB97M-V functional and the def2-TZVPD basis

Computed properties:
energy: -1200.20338 Ha
energy above the lowest of the compared OMol25 structures with the same formula, charge and spin: 116.0 kJ/mol
orbital gap: 8.4 eV
E_LUMO: 0.76 eV
max |F|: 0.019 Eh/bohr
SMILES string: CCOc1ccc([C@@H]2C[C@@H](c3cccc(OC)c3)n3nc(N)nc3N2)cc1

Geometry as ORCA input:
```
! RIJCOSX wB97M-V def2-TZVPD def2/J DEFGRID3
* xyz 0 1
C -8.167 -0.080 -0.041
C -6.738 0.432 0.038
O -5.876 -0.657 -0.232
C -4.534 -0.457 -0.215
C -3.748 -1.580 -0.487
C -2.374 -1.487 -0.497
C -1.741 -0.277 -0.235
C -0.236 -0.182 -0.211
C 0.258 -0.139 1.245
C 1.774 0.089 1.298
C 2.615 -1.037 0.719
C 2.193 -2.357 0.690
C 3.020 -3.335 0.158
C 4.262 -3.013 -0.342
C 4.704 -1.690 -0.304
O 5.947 -1.459 -0.806
C 6.442 -0.141 -0.790
C 3.876 -0.712 0.231
N 1.991 1.316 0.583
N 2.947 2.257 0.851
C 2.675 3.205 -0.021
N 3.342 4.399 -0.073
N 1.621 2.943 -0.841
C 1.221 1.754 -0.428
N 0.224 0.994 -0.931
C -2.524 0.834 0.037
C -3.906 0.756 0.046
H -8.318 -0.871 0.688
H -8.363 -0.480 -1.032
H -8.862 0.730 0.161
H -6.579 1.231 -0.700
H -6.534 0.835 1.040
H -4.246 -2.515 -0.690
H -1.781 -2.364 -0.712
H 0.191 -1.072 -0.698
H -0.021 -1.060 1.753
H -0.233 0.691 1.759
H 2.091 0.253 2.337
H 1.229 -2.642 1.083
H 2.685 -4.361 0.135
H 4.913 -3.764 -0.761
H 7.433 -0.194 -1.240
H 6.526 0.244 0.231
H 5.811 0.532 -1.380
H 4.196 0.316 0.286
H 4.266 4.375 0.326
H 3.269 4.863 -0.964
H -0.410 1.444 -1.569
H -2.054 1.785 0.246
H -4.479 1.645 0.259
*
```

> Look up the E_LUMO of the first one.

3.70 eV

Copy entry 2 word for word.
C20H23N5O2 | the ωB97M-V functional and the def2-TZVPD basis

Computed properties:
energy: -1200.20338 Ha
energy above the lowest of the compared OMol25 structures with the same formula, charge and spin: 116.0 kJ/mol
orbital gap: 8.4 eV
E_LUMO: 0.76 eV
max |F|: 0.019 Eh/bohr
SMILES string: CCOc1ccc([C@@H]2C[C@@H](c3cccc(OC)c3)n3nc(N)nc3N2)cc1

Geometry as ORCA input:
```
! RIJCOSX wB97M-V def2-TZVPD def2/J DEFGRID3
* xyz 0 1
C -8.167 -0.080 -0.041
C -6.738 0.432 0.038
O -5.876 -0.657 -0.232
C -4.534 -0.457 -0.215
C -3.748 -1.580 -0.487
C -2.374 -1.487 -0.497
C -1.741 -0.277 -0.235
C -0.236 -0.182 -0.211
C 0.258 -0.139 1.245
C 1.774 0.089 1.298
C 2.615 -1.037 0.719
C 2.193 -2.357 0.690
C 3.020 -3.335 0.158
C 4.262 -3.013 -0.342
C 4.704 -1.690 -0.304
O 5.947 -1.459 -0.806
C 6.442 -0.141 -0.790
C 3.876 -0.712 0.231
N 1.991 1.316 0.583
N 2.947 2.257 0.851
C 2.675 3.205 -0.021
N 3.342 4.399 -0.073
N 1.621 2.943 -0.841
C 1.221 1.754 -0.428
N 0.224 0.994 -0.931
C -2.524 0.834 0.037
C -3.906 0.756 0.046
H -8.318 -0.871 0.688
H -8.363 -0.480 -1.032
H -8.862 0.730 0.161
H -6.579 1.231 -0.700
H -6.534 0.835 1.040
H -4.246 -2.515 -0.690
H -1.781 -2.364 -0.712
H 0.191 -1.072 -0.698
H -0.021 -1.060 1.753
H -0.233 0.691 1.759
H 2.091 0.253 2.337
H 1.229 -2.642 1.083
H 2.685 -4.361 0.135
H 4.913 -3.764 -0.761
H 7.433 -0.194 -1.240
H 6.526 0.244 0.231
H 5.811 0.532 -1.380
H 4.196 0.316 0.286
H 4.266 4.375 0.326
H 3.269 4.863 -0.964
H -0.410 1.444 -1.569
H -2.054 1.785 0.246
H -4.479 1.645 0.259
*
```

> Which value of orbital gap does entry 1 give?

6.5 eV